Entry from the Open Molecules 2025 dataset: C12H21F5InO6 as an isolated structure (wB97M-V/def2-TZVPD).

```
45
Properties=species:S:1:pos:R:3:mulliken_charge:R:1
O -0.861 3.396 0.202 -0.597
C -1.658 4.309 0.300 0.752
O -1.323 5.497 -0.305 -0.474
C -2.965 4.280 1.017 -1.256
In -4.616 5.421 -0.032 0.767
C -6.455 4.081 0.155 0.100
F -6.120 2.804 0.586 -0.289
F -7.067 3.896 -1.078 -0.307
C -7.590 4.560 1.115 0.830
F -8.815 4.485 0.563 -0.284
F -7.427 5.839 1.486 -0.252
F -7.638 3.837 2.246 -0.277
H -1.865 6.205 0.073 0.297
H -3.244 3.241 1.197 0.307
H -2.794 4.757 1.991 0.366
H -4.229 5.758 -1.713 -0.350
H -4.770 6.967 0.831 -0.341
O -2.440 -0.353 -1.284 -0.556
C -1.248 -0.453 -1.327 0.652
O -0.727 -1.712 -1.403 -0.391
C 0.666 -1.963 -1.577 -0.538
C 1.437 -1.920 -0.274 -0.573
C -0.318 0.732 -1.248 -0.735
H 1.090 -1.290 -2.323 0.385
H 0.706 -2.969 -1.999 0.307
H 1.400 -0.932 0.183 0.276
H 2.483 -2.181 -0.442 0.092
H 1.010 -2.629 0.436 0.277
H -0.223 1.036 -0.208 0.232
H -0.766 1.561 -1.788 0.291
H 0.670 0.541 -1.661 0.286
O 5.917 -2.066 0.736 -0.547
C 5.826 -3.234 0.489 0.758
O 4.608 -3.741 0.201 -0.331
C 4.402 -5.086 -0.238 -0.372
C 4.345 -6.064 0.917 -1.033
C 7.023 -4.156 0.545 -0.993
H 5.150 -5.365 -0.982 0.364
H 3.440 -5.058 -0.748 0.326
H 5.287 -6.099 1.465 0.276
H 4.126 -7.068 0.550 0.369
H 3.563 -5.770 1.616 0.312
H 7.206 -4.413 1.588 0.253
H 7.884 -3.608 0.170 0.296
H 6.920 -5.073 -0.029 0.327
```

Computed properties:
HOMO-LUMO gap = 7.3 eV
HOMO level = -0.205 hartree
largest force on an atom = 0.68 eV/Å
electronic energy = -43831.416 eV
total charge = -1